[1]
A cluster of 3 separate species, C30H24B2O5 in total at a distorted geometry. Source: the OMol25 dataset; level of theory: ωB97M-V with the def2-TZVPD basis set.

Each line ends with the Mulliken charge.
CARTESIAN COORDINATES (ANGSTROEM)
C (5.12001, 2.15378, 3.72621)  0.2427
H (-0.15531, -4.49344, 1.74764)  0.3212
H (-0.26371, -3.08541, 2.81154)  0.2889
H (3.09078, -4.10129, 0.26855)  -0.0744
H (-7.74273, 0.85906, -3.64118)  0.4719
H (5.70692, 0.51433, 6.62312)  0.4018
H (-1.71731, -3.59555, 0.23303)  0.2782
C (-2.82172, -0.20020, -3.03353)  -0.6246
C (4.65498, 3.01664, 1.36776)  0.2284
H (4.02454, 3.63283, -1.89530)  0.4063
C (-1.44683, -2.91339, 1.02924)  -1.0316
C (-3.98914, -2.28976, -3.32858)  0.2721
H (4.93621, 6.39081, 1.25096)  0.4784
C (4.73234, 1.87252, 2.31684)  0.6260
H (-7.66917, -4.06742, -4.04261)  0.4730
H (6.19443, 2.82139, 7.36952)  0.4000
H (-0.71901, -0.35156, -2.67172)  0.4454
H (-9.80950, -2.84507, -4.22587)  0.4011
C (-2.79739, -2.97965, -3.14661)  -0.6506
O (1.16422, -1.46553, 0.83035)  -0.6433
H (-0.69977, -2.82132, -2.75946)  0.4706
C (5.76754, 3.69373, 5.46441)  -0.5878
B (1.15605, -2.78208, 1.26133)  0.1360
H (4.18633, 1.75633, -0.29694)  0.5032
C (4.25752, 3.82586, -0.85682)  -0.5090
H (1.95306, -1.01144, 1.16638)  0.2699
C (-5.23755, -3.05638, -3.59552)  0.5735
C (5.23361, 1.09716, 4.62091)  -0.5895
C (-7.69334, -2.99052, -3.95494)  -0.5627
O (-5.21978, -4.26551, -3.69271)  -0.6593
C (5.38003, 3.45821, 4.15184)  0.2581
C (-6.51102, -2.29569, -3.73427)  0.1914
C (-8.88933, -2.30209, -4.05650)  -0.4736
C (-6.53035, -0.90324, -3.63143)  0.2130
C (4.34927, 2.77182, 0.03491)  -0.5932
C (-8.91091, -0.91643, -3.93719)  -0.4677
C (4.87739, 4.32519, 1.80233)  0.2460
H (-2.28003, -2.85639, 1.72129)  0.3543
C (5.24302, 4.61054, 3.21790)  0.5205
C (4.77196, 5.38011, 0.90538)  -0.6104
O (5.42869, 5.74704, 3.59782)  -0.6613
O (-5.28305, 1.07939, -3.38483)  -0.6585
O (4.48955, 0.74020, 1.95043)  -0.6996
C (-0.19312, -3.40938, 1.77406)  -0.4460
C (-4.00254, -0.89470, -3.26358)  0.2417
C (-1.62613, -2.28271, -2.90850)  -0.5174
C (5.88853, 2.63618, 6.34867)  -0.4624
C (-1.63708, -0.89293, -2.85653)  -0.4990
H (4.38283, 5.95311, -1.11773)  0.4002
C (-7.73457, -0.21802, -3.72952)  -0.5660
H (-1.32509, -1.91994, 0.60975)  0.2473
H (-2.83903, 0.87949, -2.99023)  0.4805
C (4.46226, 5.13032, -0.42006)  -0.4664
H (5.97367, 4.70485, 5.78545)  0.4770
C (5.61664, 1.33851, 5.92842)  -0.5067
H (5.02467, 0.09094, 4.28663)  0.5052
H (-9.84846, -0.38148, -4.00793)  0.3990
C (-5.27205, -0.13304, -3.42416)  0.5553
H (3.02534, -3.99544, 2.32903)  -0.0734
H (-2.79536, -4.05963, -3.18923)  0.4838
B (2.56796, -3.70371, 1.26177)  0.3724

Forces on the atoms, in the same order (eV/Å):
0.0 0.1 0.0
0.0 -0.3 0.3
0.2 -0.1 0.3
0.0 -0.1 0.0
0.1 0.0 0.0
0.0 0.0 0.0
-0.1 -0.1 -0.2
0.1 0.0 0.0
0.0 0.1 0.1
0.0 0.0 0.0
0.0 0.0 0.4
0.0 0.1 0.0
0.0 0.0 0.1
0.0 -0.2 -0.1
0.1 0.0 0.0
0.0 0.0 0.0
0.0 0.0 0.0
0.0 0.0 0.0
0.1 0.0 0.0
-0.1 0.3 1.0
0.0 0.0 0.0
0.0 0.0 0.1
0.4 -0.1 -0.2
0.0 0.0 0.1
0.0 0.0 0.0
0.0 -0.1 -0.7
0.0 -0.2 0.0
0.0 -0.1 0.1
-0.1 0.0 0.0
0.0 0.0 0.0
0.0 -0.1 -0.1
0.0 0.1 0.0
0.0 0.0 0.0
0.0 -0.1 0.0
0.0 0.0 -0.1
0.0 0.0 0.0
0.0 -0.1 0.0
-0.3 -0.1 0.0
0.0 0.2 0.1
0.0 0.1 -0.1
0.0 0.0 0.0
0.0 0.0 0.0
-0.1 -0.1 0.0
-0.2 0.4 -1.1
0.0 -0.1 0.0
0.0 0.0 0.0
0.0 0.0 0.0
0.0 0.0 0.0
0.0 0.0 0.0
-0.1 0.0 0.0
0.1 0.1 -0.1
-0.1 0.0 0.0
0.0 0.0 0.0
0.0 0.1 -0.1
0.0 0.0 0.0
0.0 0.0 -0.1
0.0 0.0 0.0
0.0 0.2 0.0
0.3 -0.1 -0.1
-0.1 0.0 0.0
-0.2 0.2 0.5

Results
net charge: 0
E_tot: -43090.3413 eV
spin multiplicity: 1
SMILES string: O=C1c2ccccc2C(=O)c2ccccc21.O=C1c2ccccc2C(=O)c2ccccc21.BB(O)CC
largest force on an atom: 0.02284 Eh/bohr
gap between HOMO and LUMO: 0.303 Ha

[2]
An isolated molecule of C21H24N4O3S at a distorted geometry. Source: the OMol25 dataset; level of theory: ωB97M-V with the def2-TZVPD basis set.

Each line ends with the Mulliken charge.
CARTESIAN COORDINATES (ANGSTROEM)
H (-5.00780, 0.31161, -1.31286)  0.3791
H (-4.59810, 2.19723, 2.03909)  0.3527
H (6.20069, -2.89095, 1.63196)  0.4338
S (-4.59715, -1.06411, 0.85299)  1.4413
C (7.18215, 0.35018, 1.25000)  -0.7270
H (3.24011, 2.79735, -2.01794)  0.4050
H (-5.31152, 0.68754, 2.63836)  0.4039
C (6.15306, -1.83735, 1.40964)  -0.6950
H (-1.88030, -3.35367, -2.52640)  0.4021
H (3.01420, -0.23766, -2.32314)  0.2695
C (-6.59943, 1.81285, 1.23176)  -0.4555
H (-4.00868, -2.83668, -1.32545)  0.5432
C (-0.71797, -1.11615, -0.26464)  0.3093
C (-1.91551, -0.81963, 0.37970)  -0.2058
C (-3.07720, -2.36810, -1.04915)  -0.3013
C (6.00915, 0.94226, 0.82546)  -0.7625
C (2.73025, 0.78267, -2.57310)  -1.1226
H (-7.15053, 0.31343, -0.23664)  0.2567
H (-4.68242, 1.99865, -0.83362)  0.4220
C (3.49241, 1.78116, -1.71048)  -0.3168
H (2.95069, 0.94659, -3.62522)  0.4507
C (-5.23202, 1.34621, 1.77451)  -0.7873
C (-5.16856, 1.06308, -0.54135)  -0.7753
H (4.56674, 1.64058, -1.85244)  0.3105
H (1.65772, 0.89232, -2.42386)  0.1999
C (-3.07477, -1.45261, -0.01472)  -0.1266
H (-7.13523, 1.96311, -0.89460)  0.4204
C (3.15630, 1.64056, -0.22199)  -0.9094
C (2.96763, -0.83120, 0.37315)  0.2026
O (0.46738, 0.74407, 0.60401)  -0.6959
H (0.19891, -2.23983, -1.85376)  0.5044
C (7.25170, -1.01420, 1.53711)  -0.4217
H (8.06867, 0.95647, 1.36234)  0.3909
H (1.54559, -2.11698, -0.09831)  0.3897
C (4.96337, -1.25999, 0.98167)  0.3348
N (3.73323, -1.81877, 0.75760)  -0.9051
C (4.89986, 0.12259, 0.69575)  0.8371
O (-5.68548, -1.67511, 0.13770)  -0.6961
H (5.96640, 1.99864, 0.60628)  0.3515
N (1.65646, -1.11741, 0.01682)  0.0841
H (-6.65456, 2.90136, 1.24027)  0.2859
H (2.08175, 1.73681, -0.06332)  0.2919
N (3.60088, 0.37549, 0.30640)  0.3588
C (0.51033, -0.38882, 0.17284)  0.2366
C (-6.64542, 1.27847, -0.20536)  -0.6327
N (-4.57708, 0.60992, 0.70266)  -0.0117
C (-1.88975, -2.65079, -1.70734)  -1.0270
C (-0.71527, -2.03058, -1.31702)  -0.4342
O (-4.43425, -1.38905, 2.23843)  -0.7670
H (-7.42062, 1.42341, 1.82946)  0.2699
H (-1.93907, -0.10263, 1.18448)  0.4550
H (8.19230, -1.42987, 1.86687)  0.3774
H (3.66081, 2.42754, 0.34542)  0.4058

Forces on the atoms, in the same order (eV/Å):
0.0 0.2 -0.2
-0.1 -0.1 0.0
0.0 -0.1 0.0
0.4 0.1 -0.2
0.1 0.1 0.0
0.1 0.1 0.0
0.0 0.2 0.1
-0.1 0.1 0.0
0.0 0.0 -0.1
0.0 -0.1 0.0
0.0 0.0 0.0
-0.1 -0.1 -0.1
-0.4 0.0 0.0
0.3 0.0 0.0
-0.1 -0.1 0.0
-0.1 0.2 0.0
0.2 0.2 0.1
0.0 0.1 0.0
0.0 -0.1 0.0
-0.1 -0.1 0.1
0.0 -0.1 -0.1
-0.1 0.2 0.7
-0.2 0.1 -0.6
0.0 0.1 0.0
-0.1 0.0 0.0
-0.5 0.1 0.1
0.0 0.0 0.0
-0.1 0.6 -0.5
0.5 -0.2 0.3
-0.1 0.0 0.2
0.1 0.0 0.0
0.1 -0.1 0.1
0.1 0.1 0.0
0.0 0.1 0.0
0.1 0.7 -0.2
-0.6 -0.3 0.0
0.4 -0.6 0.3
0.1 0.1 -0.2
0.0 0.1 0.0
-0.1 -0.3 -0.2
0.0 0.0 0.1
0.3 0.0 0.1
-0.3 -0.3 0.2
0.0 0.0 0.0
0.0 0.0 -0.1
0.2 -1.2 0.2
0.0 0.0 0.0
0.0 0.0 0.1
0.1 0.2 0.1
0.0 0.1 0.0
0.1 0.1 0.1
0.1 0.0 0.0
-0.1 -0.1 0.0

Results
net charge: 0
energy relative to the best compared isomer or geometry (same formula, charge and spin): 75.5 kJ/mol
E_tot: -45105.5565 eV
spin multiplicity: 1
SMILES string: CCCn1c(NC(=O)c2cccc(S(=O)(=O)N3CCCC3)c2)nc2ccccc21
largest force on an atom: 0.02312 Eh/bohr
gap between HOMO and LUMO: 0.306 Ha

[3]
A cluster of 2 separate species, C4H7O4P in total at a distorted geometry. Source: the OMol25 dataset; level of theory: ωB97M-V with the def2-TZVPD basis set.

Each line ends with the Mulliken charge.
CARTESIAN COORDINATES (ANGSTROEM)
H (-0.09344, -0.95932, -0.34972)  -0.0520
C (-1.39844, 0.31666, 0.56073)  -0.1561
C (-1.08547, -1.07278, 0.14689)  -0.3699
H (-0.74159, 0.75206, 1.23529)  0.4619
H (1.03703, 0.84825, -1.50559)  0.3135
C (1.55303, 1.01524, -0.53531)  -0.0401
O (2.02652, -1.56769, -1.24842)  -0.8077
H (-2.71963, 1.98690, 0.50899)  0.3267
H (-1.99348, -1.49018, -0.48140)  0.2634
H (-3.24261, 0.59677, -0.50621)  0.1699
O (3.95794, -0.24184, -0.34217)  -0.8420
C (-2.50862, 1.01855, 0.23465)  -0.9183
P (2.48835, -0.60368, -0.17718)  0.8629
H (-0.84455, -1.73033, 1.17285)  0.1656
O (1.44261, 2.10820, 0.01278)  -0.5957
O (2.12237, -0.97680, 1.27380)  -0.7819

Forces on the atoms, in the same order (eV/Å):
-0.7 -1.1 -0.2
-3.0 0.0 -0.5
-0.4 -1.1 1.5
1.5 0.8 1.0
-0.4 0.4 -0.5
0.2 0.0 0.0
-1.1 0.2 -0.4
-0.1 2.1 0.8
2.1 0.5 1.1
0.7 0.2 0.8
0.0 0.7 -0.2
0.4 -3.1 -1.6
1.8 -0.7 2.0
-0.7 1.6 -2.9
0.1 -0.8 -0.2
-0.5 0.3 -0.8

Results
net charge: -2
energy relative to the best compared isomer or geometry (same formula, charge and spin): 109.1 kJ/mol
E_tot: -21739.7558 eV
spin multiplicity: 1
largest force on an atom: 0.06935 Eh/bohr
gap between HOMO and LUMO: 0.200 Ha

Question: Number 1 is which compound?
Answer: C30H24B2O5

Question: Look up the largest force on an atom of the first one.
Answer: 0.02284 Eh/bohr

Question: What is the formula in the second record?
Answer: C21H24N4O3S